# 1
Computed, not measured: a structure of composition C17H37FI2N2O6P2S in a non-equilibrium geometry, with the ωB97M-V functional and the def2-TZVPD basis.

For the orbital gap, the calculation gives 6.33 eV. Its LUMO energy is -1.5 eV. The HOMO energy is -7.9 eV. As for the charge: 0.

Last column: natural (NBO) charge in e.
Positions of all 68 atoms, in Å:
C 6.05304 -2.16205 -2.01274  -0.975
P 4.17848 -2.04912 -2.27198  1.064
O 3.54025 -3.16238 -1.09807  -0.941
C 3.51351 -0.30550 -1.90998  -0.612
C 4.42425 0.79419 -1.19968  -0.262
P 6.08326 1.29343 -1.97946  0.894
O 7.25452 0.58158 -0.90848  -0.956
I 6.49263 3.70471 -1.82091  -0.064
O 3.52064 1.96886 -1.24798  -0.509
C 2.20469 1.48160 -0.92718  0.765
O 1.31020 2.28861 -0.63745  -0.491
C 2.17273 -0.14593 -1.02427  -0.480
I 2.25510 -0.75543 1.08311  0.249
S 0.62347 -0.97102 -1.61410  2.237
O 0.50396 -1.00976 -3.11360  -0.835
O -0.60078 -0.31029 -1.07258  -0.830
F 0.66857 -2.56022 -1.05112  -0.457
H 6.34336 -1.88362 -0.94549  0.205
H 6.62923 -1.47670 -2.71970  0.268
H 6.32913 -3.26982 -2.14044  0.271
H 3.97982 -2.98062 -0.23750  0.473
H 3.19251 0.09552 -2.93520  0.294
H 4.60010 0.70622 -0.05927  0.216
H 6.74845 0.12309 -0.19344  0.478
C -2.38114 6.20193 3.67347  -0.615
C -0.99576 5.58224 3.82881  -0.212
N -0.92101 4.19029 3.40193  -0.454
C 0.31849 3.53544 3.79209  -0.205
C 1.61532 4.06430 3.18008  -0.637
C -1.36304 3.90244 2.03818  -0.219
C -0.65033 4.62007 0.89289  -0.641
H -3.13533 5.62053 4.20940  0.210
H -2.38062 7.21290 4.08894  0.210
H -2.67910 6.28039 2.62576  0.203
H -0.74282 5.63554 4.89381  0.194
H -0.26826 6.21158 3.30144  0.158
H 0.23904 2.46315 3.58494  0.189
H 0.41001 3.60128 4.88316  0.186
H 1.72208 3.75206 2.14082  0.205
H 2.47033 3.65329 3.72579  0.204
H 1.69326 5.15166 3.23189  0.206
H -2.43185 4.13093 1.97075  0.191
H -1.31067 2.82286 1.85998  0.200
H -0.48270 5.67912 1.10126  0.198
H -1.25931 4.56003 -0.01424  0.213
H 0.30726 4.15530 0.65911  0.215
C -3.35887 -2.09523 -2.69707  -0.619
C -4.15603 -3.34511 -2.33518  -0.213
N -3.33157 -4.52589 -2.10751  -0.452
C -4.10622 -5.76168 -2.02454  -0.206
C -5.08723 -5.90877 -0.86044  -0.635
C -2.27319 -4.38817 -1.11286  -0.218
C -2.67957 -3.99811 0.30843  -0.638
H -2.73003 -2.26826 -3.57387  0.213
H -4.04441 -1.27748 -2.93368  0.211
H -2.72540 -1.76085 -1.87304  0.210
H -4.82952 -3.54582 -3.17611  0.194
H -4.79231 -3.11756 -1.47085  0.156
H -3.42214 -6.61650 -2.01841  0.190
H -4.67302 -5.86548 -2.95766  0.188
H -4.57148 -6.12222 0.07581  0.199
H -5.75802 -6.75142 -1.05287  0.209
H -5.71050 -5.02300 -0.72585  0.205
H -1.55732 -3.64478 -1.47594  0.196
H -1.69337 -5.31679 -1.07071  0.194
H -3.42620 -3.20167 0.32956  0.207
H -1.80275 -3.63538 0.85415  0.208
H -3.06581 -4.85252 0.86591  0.199

=====

# 2
Computed, not measured: a cluster of 2 separate species, C17H37FN2OP in total, with the ωB97M-V functional and the def2-TZVPD basis.

For the orbital gap, the calculation gives 8.50 eV. Its LUMO energy is -2.2 eV. The HOMO energy is -10.7 eV. As for the charge: +1.

Last column: natural (NBO) charge in e.
Positions of all 59 atoms, in Å:
C -1.58042 4.54800 -3.68335  -0.728
C -0.15170 4.99856 -3.86745  0.719
O 0.23333 5.53326 -4.86805  -0.517
N 0.72931 4.74579 -2.74138  -0.825
C 1.28470 6.02361 -2.24387  -0.413
P 1.91227 3.51976 -3.12218  0.786
C 1.39594 2.20169 -1.91009  -0.726
C 1.83939 2.36608 -0.44005  -0.437
C 0.82446 3.21905 0.30607  0.059
F 1.31634 3.59064 1.56288  -0.372
H -1.74678 3.67188 -4.31945  0.246
H -2.25738 5.34701 -3.99450  0.253
H -1.78414 4.27680 -2.64594  0.219
H 2.11691 6.39366 -2.85167  0.201
H 0.50269 6.79005 -2.25371  0.213
H 1.61411 5.89525 -1.20716  0.201
H 2.94160 4.05089 -2.31436  -0.059
H 0.29811 2.24478 -1.96262  0.222
H 1.71112 1.23392 -2.31353  0.227
H 1.92776 1.38376 0.04043  0.182
H 2.80882 2.87369 -0.39282  0.228
H 0.57549 4.11771 -0.26257  0.190
H -0.09870 2.64849 0.48023  0.135
C -0.10611 -5.66347 2.20609  -0.614
C -0.32734 -4.46541 3.12571  -0.409
C -1.51070 -3.58661 2.71266  -0.429
C -1.42967 -2.87280 1.36973  -0.221
N -0.36039 -1.79782 1.20723  -0.215
C -0.89981 -0.69107 0.33696  -0.220
C -1.82068 0.10678 1.24584  -0.421
C -1.18460 -0.01312 2.64737  -0.438
C -0.07851 -1.05955 2.49867  -0.214
C 0.91919 -2.37669 0.63304  -0.204
C 0.97296 -2.58294 -0.87718  -0.428
C 0.06187 -3.63790 -1.50393  -0.620
H 0.15289 -5.36861 1.18726  0.186
H 0.70534 -6.28781 2.57695  0.234
H -1.00306 -6.28171 2.15167  0.219
H 0.59380 -3.88081 3.20606  0.189
H -0.52852 -4.83115 4.13359  0.233
H -1.75280 -2.87142 3.50185  0.216
H -2.39337 -4.22726 2.63445  0.243
H -2.38343 -2.38506 1.17906  0.225
H -1.26728 -3.58550 0.56777  0.237
H -0.04114 -0.09706 0.02255  0.226
H -1.38731 -1.12057 -0.53483  0.237
H -2.83082 -0.29973 1.24875  0.223
H -1.89860 1.13760 0.90820  0.246
H -1.92281 -0.30040 3.39353  0.233
H -0.74665 0.92746 2.97473  0.249
H -0.00439 -1.76056 3.32011  0.242
H 0.89012 -0.58256 2.37023  0.225
H 1.10097 -3.30878 1.16385  0.230
H 1.71015 -1.67988 0.90617  0.224
H 2.00998 -2.86654 -1.07013  0.243
H 0.83846 -1.62967 -1.39109  0.213
H 0.12336 -4.59043 -0.97560  0.212
H 0.36869 -3.81678 -2.53296  0.243
H -0.98303 -3.32648 -1.53921  0.201

=====

# 3
Computed, not measured: a cluster of 2 separate species, C17H37FN3O6P2S2 in total in a non-equilibrium geometry, with the ωB97M-V functional and the def2-TZVPD basis.

For the orbital gap, the calculation gives 7.60 eV. Its LUMO energy is -3.6 eV. The HOMO energy is -11.2 eV. As for the charge: +1.

Last column: natural (NBO) charge in e.
Positions of all 68 atoms, in Å:
C 0.74705 -3.65956 3.06708  -0.357
C 1.29681 -2.59400 2.37530  -0.244
C 0.58389 -1.26701 2.13095  -0.409
P 0.56070 -0.50172 3.84185  2.292
N -0.14437 0.86499 3.91904  -1.384
O 2.11607 -0.42430 4.25847  -0.977
O -0.09991 -1.55024 4.87791  -0.999
C 1.38113 -0.34140 1.09675  -0.105
S 2.08740 1.24775 1.81016  0.041
C 2.58856 -0.97055 0.37352  -0.436
C 3.51407 -0.08193 -0.46599  -0.438
C 2.88520 0.80317 -1.52975  0.050
F 3.80245 1.04690 -2.53567  -0.355
C 0.28651 0.16106 0.11453  -0.279
N -1.07396 -0.20721 0.65221  -0.473
C -1.58864 1.07244 1.36103  -0.071
N -2.30717 1.86947 0.38650  -0.792
C -0.80265 -1.43626 1.40224  -0.220
C -0.59325 -2.61428 0.38584  -0.588
S -1.82977 -2.66488 -0.96823  0.207
C -0.85243 -2.10913 -2.40718  -0.524
C -1.39378 -2.72017 -3.69074  -0.617
P -2.29713 -1.95031 2.39388  2.364
O -2.53262 -1.14131 3.59154  -1.084
O -2.17186 -3.48265 2.76797  -0.970
O -3.58192 -1.91883 1.45063  -0.944
H 0.59940 -4.57292 2.49090  0.211
H 0.55022 -3.66191 4.13025  0.228
H 2.31884 -2.74947 2.04504  0.232
H -0.92637 0.86068 4.56230  0.408
H 2.33773 -1.17444 4.82530  0.509
H 0.17387 -1.34922 5.78150  0.519
H 1.27041 2.20074 1.34504  0.121
H 3.23477 -1.37082 1.15573  0.233
H 2.29619 -1.82463 -0.24298  0.212
H 4.20720 0.50762 0.12639  0.236
H 4.16258 -0.77327 -1.01379  0.236
H 1.96546 0.41326 -1.97023  0.148
H 2.66240 1.78053 -1.09231  0.166
H 0.46430 -0.42666 -0.78985  0.235
H 0.34307 1.18115 -0.24469  0.260
H -1.64634 -0.26281 -0.19850  0.476
H -0.76401 1.67569 1.70871  0.252
H -2.26467 0.87156 2.18543  0.258
H -1.75589 1.96509 -0.46653  0.366
H -3.15361 1.37051 0.12471  0.351
H 0.37727 -2.57104 -0.09983  0.244
H -0.66489 -3.57310 0.87789  0.274
H 0.18323 -2.42877 -2.28702  0.213
H -0.89218 -1.02379 -2.50611  0.202
H -2.46022 -2.54233 -3.82069  0.221
H -0.89777 -2.26340 -4.54745  0.230
H -1.19278 -3.78765 -3.74902  0.226
H -2.03419 -3.47999 3.72831  0.537
H -3.69906 -1.03782 1.07812  0.501
C 0.21131 4.87048 -3.08125  -0.431
C -0.79562 4.60577 -4.19722  -0.431
C -0.88604 3.08742 -4.18717  -0.068
O -0.65257 2.67273 -2.82808  -0.574
C -0.15480 3.79108 -2.07780  -0.074
H 0.15247 5.87330 -2.66351  0.231
H 1.22730 4.71360 -3.44900  0.211
H -1.76257 5.04138 -3.93745  0.208
H -0.49265 5.00280 -5.16352  0.232
H -0.11330 2.63890 -4.81814  0.174
H -1.85777 2.71798 -4.51382  0.189
H -0.95078 4.13119 -1.40529  0.171
H 0.69967 3.47057 -1.47426  0.169